Entry 1:
Here is a 11-piece molecular cluster, C5H33NO10S2 overall from the OMol25 dataset. Energies are from ωB97M-V/def2-TZVPD.

Properties
- Multiplicity: 1
- Total charge: 0
- E_HOMO: -8.844 eV
- Structure (SMILES): CCNCCCSS.O.O.O.O.O.O.O.O.O.O

Last column: Mulliken charge in e.
Element x y z (Å)
C -1.78 -1.03 0.27  -1.354
C -0.28 -1.06 0.44  0.802
N 0.29 0.29 0.41  0.119
C 1.73 0.26 0.80  0.054
C 2.34 1.58 0.34  -0.608
C 2.73 1.64 -1.12  -0.671
S 3.86 0.38 -1.75  -0.147
S 2.73 -1.14 -2.53  -0.103
H -2.25 -0.09 0.55  0.375
H -2.26 -1.74 0.93  0.397
H -2.12 -1.29 -0.72  0.206
H 0.19 -1.74 -0.27  -0.718
H -0.03 -1.50 1.41  0.235
H 0.34 0.56 -0.56  0.062
H 1.67 0.24 1.89  0.242
H 2.32 -0.58 0.46  -0.073
H 3.16 1.87 1.00  0.409
H 1.64 2.37 0.64  0.167
H 2.97 2.67 -1.41  0.442
H 1.81 1.64 -1.73  0.207
H 2.58 -2.11 -1.62  0.140
O -0.65 0.02 4.49  -0.799
H -1.14 -0.38 3.76  0.317
H -0.35 0.81 3.97  0.529
O -3.39 0.07 -1.98  -0.518
H -3.78 -0.69 -1.55  0.329
H -3.78 0.87 -1.63  0.230
O 2.65 -3.00 0.58  -0.629
H 2.01 -2.86 1.29  0.300
H 3.48 -2.77 1.00  0.300
O -1.01 1.06 -3.60  -0.619
H -0.42 0.54 -4.16  0.336
H -1.49 0.63 -2.89  0.257
O -4.25 1.48 0.37  -0.605
H -4.59 1.37 1.26  0.273
H -3.94 2.35 0.13  0.299
O 0.73 -3.14 -2.52  -0.627
H 0.22 -3.87 -2.88  0.277
H 0.66 -3.30 -1.57  0.247
O -0.45 3.92 0.59  -0.548
H -0.98 4.49 1.15  0.280
H -0.54 4.28 -0.29  0.269
O 1.37 -1.68 3.66  -0.605
H 0.62 -1.07 3.86  0.355
H 2.01 -1.35 4.30  0.297
O -0.44 1.75 2.51  -0.666
H 0.10 2.54 2.60  0.294
H -0.64 1.68 1.56  0.211
O -1.23 -1.79 -4.16  -0.665
H -0.49 -1.92 -3.55  0.398
H -1.95 -1.28 -3.79  0.300


Entry 2:
Here is a 11-piece molecular cluster, C5H34N2O11 overall from the OMol25 dataset. Energies are from ωB97M-V/def2-TZVPD.

Properties
- Multiplicity: 1
- Total charge: 0
- E_HOMO: -9.165 eV
- Structure (SMILES): CC[C@@H](N)CNCO.O.O.O.O.O.O.O.O.O.O

Last column: Mulliken charge in e.
Element x y z (Å)
C 1.12 1.54 1.33  -1.027
C 0.07 0.48 1.61  0.685
C 0.38 -0.90 0.94  0.639
N 0.97 -1.83 1.90  -0.601
C -0.81 -1.46 0.14  -1.835
N -0.97 -0.64 -1.07  0.274
C -2.10 -1.22 -1.84  -0.461
O -2.81 -0.07 -2.34  -0.476
H 1.40 2.06 2.31  0.332
H 2.08 1.03 1.05  0.285
H 0.83 2.22 0.52  0.206
H -0.86 0.79 1.08  -0.246
H -0.18 0.16 2.68  0.438
H 1.13 -0.68 0.15  -0.091
H 1.44 -2.63 1.50  0.354
H 0.21 -2.15 2.54  0.309
H -1.72 -1.60 0.69  0.365
H -0.48 -2.46 -0.20  0.433
H -1.26 0.31 -0.84  -0.022
H -1.68 -1.67 -2.75  0.244
H -2.88 -1.75 -1.27  0.388
H -3.74 -0.36 -2.39  0.301
O -2.96 3.38 1.18  -0.642
H -3.07 2.45 1.42  0.332
H -3.72 3.84 0.84  0.286
O 2.09 -1.70 -3.35  -0.663
H 1.83 -1.39 -4.22  0.260
H 1.71 -1.03 -2.74  0.429
O -3.84 2.93 -2.91  -0.642
H -2.99 2.59 -2.53  0.394
H -4.29 2.27 -2.36  0.299
O 3.44 -2.64 -0.08  -0.550
H 4.30 -2.99 0.13  0.235
H 3.00 -3.30 -0.66  0.372
O 1.36 0.93 -2.13  -0.764
H 2.26 1.24 -1.88  0.391
H 1.01 0.45 -1.33  0.042
O -1.38 2.28 -1.79  -0.736
H -0.53 2.69 -2.06  0.294
H -1.54 2.76 -0.95  0.331
O -1.91 1.77 3.12  -0.664
H -1.39 2.26 2.48  0.321
H -2.46 2.26 3.72  0.320
O 3.84 0.00 0.85  -0.681
H 4.66 -0.26 1.28  0.270
H 3.17 -0.70 1.05  0.307
O -0.06 0.23 4.75  -0.631
H -0.66 0.90 5.10  0.279
H 0.63 0.75 4.33  0.356
O 2.58 -4.04 -2.12  -0.726
H 3.09 -3.38 -2.63  0.357
H 1.68 -3.71 -2.24  0.332


Entry 3:
Here is a 12-piece molecular cluster, C5H34N2O11 overall from the OMol25 dataset. Energies are from ωB97M-V/def2-TZVPD.

Properties
- Multiplicity: 1
- Total charge: 0
- E_HOMO: -8.894 eV
- Structure (SMILES): C=NCC[C@@H](C)N.O.O.O.O.O.O.O.O.O.O.O

Last column: Mulliken charge in e.
Element x y z (Å)
C -0.72 -2.42 1.55  -0.487
N -0.69 -1.34 2.17  -0.116
C -0.62 -0.01 1.58  -0.191
C -0.51 0.08 0.10  1.329
C -1.04 1.32 -0.62  0.559
C -0.75 1.16 -2.11  -1.328
N -2.48 1.56 -0.46  -0.427
H -0.59 -2.55 0.47  0.143
H -0.77 -3.33 2.15  0.309
H 0.26 0.36 2.12  -0.084
H -1.46 0.55 2.00  0.249
H -1.01 -0.75 -0.42  -0.563
H 0.51 0.03 -0.29  -0.140
H -0.46 2.13 -0.22  -0.560
H -0.69 0.07 -2.28  0.006
H 0.30 1.37 -2.31  0.421
H -1.41 1.68 -2.79  0.464
H -2.97 1.01 -1.14  0.250
H -2.83 1.38 0.47  0.374
O 2.30 -0.52 0.78  -0.569
H 2.89 -0.11 0.15  0.323
H 2.01 -1.39 0.54  0.228
O 0.69 -1.20 4.74  -0.661
H -0.26 -1.40 4.76  0.319
H 0.66 -0.51 4.06  0.338
O -3.36 -1.53 -1.02  -0.636
H -4.00 -1.87 -1.65  0.268
H -3.31 -0.56 -1.10  0.201
O 1.73 -0.31 -4.12  -0.646
H 2.01 -0.54 -5.01  0.276
H 0.86 -0.67 -3.94  0.282
O -0.89 4.30 1.17  -0.586
H -1.57 3.78 1.60  0.292
H -0.28 3.68 0.77  0.316
O -0.30 -2.49 -2.50  -0.495
H -1.22 -2.41 -2.22  0.229
H -0.15 -3.42 -2.30  0.297
O 3.00 2.56 1.60  -0.660
H 2.99 1.63 1.84  0.335
H 3.77 2.68 1.04  0.283
O 2.32 -3.06 -2.37  -0.685
H 2.79 -2.35 -1.93  0.464
H 2.28 -2.74 -3.28  0.260
O 1.19 3.78 3.30  -0.615
H 1.06 4.49 2.66  0.297
H 2.05 3.40 3.08  0.353
O -3.45 -1.20 2.02  -0.561
H -3.66 -1.44 1.11  0.311
H -4.20 -0.75 2.42  0.266
O 3.21 -0.88 -1.70  -0.683
H 4.10 -0.68 -2.02  0.292
H 2.68 -0.57 -2.45  0.357


Entry 4:
Here is a 12-piece molecular cluster, C5H34N2O12 overall from the OMol25 dataset. Energies are from ωB97M-V/def2-TZVPD.

Properties
- Multiplicity: 1
- Total charge: 0
- E_HOMO: -8.852 eV
- Structure (SMILES): C=NCC[C@H](N)CO.O.O.O.O.O.O.O.O.O.O.O

Last column: Mulliken charge in e.
Element x y z (Å)
C -2.45 1.40 2.54  -0.461
N -1.63 0.82 1.77  0.149
C -0.29 0.53 2.22  -1.106
C 0.78 0.95 1.14  -0.019
C 1.92 -0.09 0.98  0.747
N 2.63 0.37 -0.27  -0.615
C 1.40 -1.53 0.77  -0.640
O 2.00 -2.40 1.69  -0.583
H -2.15 1.82 3.53  0.250
H -3.52 1.44 2.34  0.251
H -0.23 -0.55 2.27  0.100
H -0.01 1.04 3.17  0.462
H 0.37 1.27 0.20  -0.230
H 1.18 2.00 1.27  0.387
H 2.66 0.06 1.77  0.512
H 2.04 0.42 -1.08  0.084
H 3.01 1.29 -0.16  0.327
H 0.30 -1.60 0.92  0.008
H 1.42 -2.04 -0.22  0.373
H 1.55 -2.50 2.54  0.264
O 3.07 -2.98 -1.25  -0.633
H 3.45 -2.65 -0.43  0.317
H 2.99 -3.94 -1.24  0.299
O -1.21 -0.06 -1.12  -0.462
H -1.40 -0.46 -0.26  0.110
H -0.83 -0.73 -1.70  0.254
O 2.58 0.86 -4.61  -0.691
H 3.39 0.82 -4.09  0.352
H 2.07 1.60 -4.25  0.318
O -0.61 4.09 1.90  -0.653
H -0.39 3.30 2.41  0.295
H -0.68 3.78 0.98  0.440
O -1.03 3.13 -0.58  -0.643
H -1.59 2.40 -0.25  0.250
H -1.52 3.48 -1.33  0.319
O -0.55 -3.51 4.16  -0.648
H 0.26 -3.19 4.55  0.292
H -1.22 -3.04 3.62  0.441
O 1.19 2.60 -1.85  -0.567
H 0.52 1.90 -1.90  0.171
H 1.08 3.02 -2.72  0.281
O -3.75 -1.24 0.53  -0.629
H -3.31 -0.60 -0.04  0.283
H -4.58 -1.28 0.03  0.305
O -2.53 -2.57 2.53  -0.685
H -2.70 -3.40 2.07  0.294
H -2.87 -1.88 1.93  0.361
O 1.07 -0.64 -3.38  -0.618
H 1.85 -0.50 -4.03  0.327
H 1.43 -1.40 -2.89  0.262
O -2.06 0.09 -4.93  -0.646
H -1.15 -0.01 -5.25  0.329
H -1.93 0.31 -4.00  0.317


Entry 5:
Here is a 12-piece molecular cluster, C5H34N2O12 overall from the OMol25 dataset. Energies are from ωB97M-V/def2-TZVPD.

Properties
- Multiplicity: 2
- Total charge: +1
- Expectation value of S²: 0.76
- E_HOMO (spin up / spin down): -13.238 / -13.231 eV

Last column: Mulliken charge in e.
Element x y z (Å)
C -0.80 -2.29 0.56  -0.377
O -2.16 -2.45 0.07  -0.655
C -0.63 -1.20 1.62  1.294
C 0.95 -0.89 1.41  -1.570
C 1.23 0.33 0.63  1.269
C 0.76 0.47 -0.64  -1.676
N 1.90 1.35 1.28  -0.270
N -0.91 -1.45 3.02  -0.390
H -0.39 -3.32 0.79  0.330
H -0.20 -2.16 -0.35  -0.088
H -2.77 -2.12 0.71  0.400
H -1.13 -0.28 1.17  -0.388
H 1.52 -0.63 2.37  0.448
H 1.46 -1.83 1.11  0.482
H 0.90 1.32 -1.14  0.876
H 0.35 -0.36 -1.21  0.239
H 1.94 2.23 0.82  0.271
H 1.87 1.41 2.23  0.232
H -1.73 -2.07 3.27  0.244
H -0.12 -1.77 3.59  0.271
H -0.82 1.52 -2.72  0.428
H -0.86 2.06 -4.20  0.286
O -0.25 1.78 -3.52  -0.711
H 4.88 -0.12 -0.40  0.295
H 3.88 0.40 0.50  0.281
O 4.28 -0.32 0.20  -0.607
H -0.92 3.14 1.11  0.292
H -1.91 2.95 2.29  0.285
O -1.09 2.57 1.87  -0.594
H 0.47 0.36 -3.75  0.400
H 1.83 -0.47 -3.23  0.239
O 1.16 -0.42 -3.87  -0.741
H -2.81 0.95 -1.63  0.338
H -1.42 1.07 -1.03  0.428
O -2.10 1.58 -1.49  -0.661
H 2.03 -2.85 -2.57  0.408
H 0.89 -1.86 -2.56  0.271
O 1.00 -2.74 -2.33  -0.655
H -2.26 -1.60 -1.32  0.418
H -1.71 -1.07 -2.72  0.276
O -2.31 -0.94 -2.01  -0.686
H -0.34 4.31 -0.67  0.341
H -1.78 4.16 -0.39  0.338
O -1.03 4.52 0.02  -0.705
H 3.72 -1.49 -0.97  0.371
H 3.63 -1.41 -2.56  0.307
O 3.47 -1.88 -1.75  -0.597
H -3.38 -0.07 1.90  0.307
H -3.59 -1.02 3.12  0.316
O -3.89 -0.83 2.23  -0.653
H -0.70 0.46 3.95  0.323
H -0.25 1.87 3.36  0.372
O 0.14 1.10 3.84  -0.655


What did the fourth record say?
Here is a 12-piece molecular cluster, C5H34N2O12 overall from the OMol25 dataset. Energies are from ωB97M-V/def2-TZVPD.

Properties
- Multiplicity: 1
- Total charge: 0
- E_HOMO: -8.852 eV
- Structure (SMILES): C=NCC[C@H](N)CO.O.O.O.O.O.O.O.O.O.O.O

Last column: Mulliken charge in e.
Element x y z (Å)
C -2.45 1.40 2.54  -0.461
N -1.63 0.82 1.77  0.149
C -0.29 0.53 2.22  -1.106
C 0.78 0.95 1.14  -0.019
C 1.92 -0.09 0.98  0.747
N 2.63 0.37 -0.27  -0.615
C 1.40 -1.53 0.77  -0.640
O 2.00 -2.40 1.69  -0.583
H -2.15 1.82 3.53  0.250
H -3.52 1.44 2.34  0.251
H -0.23 -0.55 2.27  0.100
H -0.01 1.04 3.17  0.462
H 0.37 1.27 0.20  -0.230
H 1.18 2.00 1.27  0.387
H 2.66 0.06 1.77  0.512
H 2.04 0.42 -1.08  0.084
H 3.01 1.29 -0.16  0.327
H 0.30 -1.60 0.92  0.008
H 1.42 -2.04 -0.22  0.373
H 1.55 -2.50 2.54  0.264
O 3.07 -2.98 -1.25  -0.633
H 3.45 -2.65 -0.43  0.317
H 2.99 -3.94 -1.24  0.299
O -1.21 -0.06 -1.12  -0.462
H -1.40 -0.46 -0.26  0.110
H -0.83 -0.73 -1.70  0.254
O 2.58 0.86 -4.61  -0.691
H 3.39 0.82 -4.09  0.352
H 2.07 1.60 -4.25  0.318
O -0.61 4.09 1.90  -0.653
H -0.39 3.30 2.41  0.295
H -0.68 3.78 0.98  0.440
O -1.03 3.13 -0.58  -0.643
H -1.59 2.40 -0.25  0.250
H -1.52 3.48 -1.33  0.319
O -0.55 -3.51 4.16  -0.648
H 0.26 -3.19 4.55  0.292
H -1.22 -3.04 3.62  0.441
O 1.19 2.60 -1.85  -0.567
H 0.52 1.90 -1.90  0.171
H 1.08 3.02 -2.72  0.281
O -3.75 -1.24 0.53  -0.629
H -3.31 -0.60 -0.04  0.283
H -4.58 -1.28 0.03  0.305
O -2.53 -2.57 2.53  -0.685
H -2.70 -3.40 2.07  0.294
H -2.87 -1.88 1.93  0.361
O 1.07 -0.64 -3.38  -0.618
H 1.85 -0.50 -4.03  0.327
H 1.43 -1.40 -2.89  0.262
O -2.06 0.09 -4.93  -0.646
H -1.15 -0.01 -5.25  0.329
H -1.93 0.31 -4.00  0.317


> What is the formula in the third record?

C5H34N2O11